ORCA calculation (ωB97M-V with the def2-TZVPD basis set) on a molecular structure, C30H82B2Mn2O16 in a non-equilibrium geometry.

The value obtained for the HOMO-LUMO gap (spin up / spin down) is 7.844 / 7.038 eV. The lowest unoccupied orbital energy (spin up / spin down) is -1.0 / -1.8 eV. The spin multiplicity is 11.

```
132
C30H82B2Mn2O16, DFT ωB97M-V with the def2-TZVPD basis set
Mn -3.12336 2.89287 -0.80977
Mn -3.59098 1.45730 2.54150
O -1.41281 2.15519 -1.59267
C -1.00931 1.14771 -0.70992
C -2.13117 0.48975 0.07295
O -3.08276 1.38125 0.64692
H -0.25770 1.51639 0.01794
H -0.41648 0.34144 -1.18146
H -1.71662 -0.22170 0.79798
H -2.69537 -0.11479 -0.65939
B -2.10856 0.87418 4.18810
H -1.54078 1.47099 5.04751
H -1.94043 -0.29679 4.31439
H -3.30652 1.12040 4.26012
H -1.72941 1.20729 3.08333
B -3.17553 4.85513 0.22869
H -4.28705 4.41498 0.11454
H -3.22574 5.95503 0.68134
H -2.46312 4.13061 0.84788
H -2.76775 4.84868 -0.89281
C 4.05649 -3.66040 2.80160
O 3.16511 -2.62411 2.49586
C 3.82600 -1.52855 1.86657
C 2.83304 -0.43747 1.54804
O 2.34966 0.15226 2.72984
C 1.83923 1.45131 2.56685
H 3.55279 -4.62460 2.74684
H 4.62404 -3.50623 3.72248
H 4.80255 -3.75609 1.99326
H 4.23855 -1.85837 0.90720
H 4.59722 -1.13510 2.53703
H 2.01987 -0.84463 0.93053
H 3.40931 0.30726 0.98118
H 2.35093 2.01079 1.77049
H 1.98968 2.04322 3.46666
H 0.78279 1.43185 2.26484
C 2.03670 3.00074 -1.22916
O 3.00020 3.93802 -0.79553
C 3.25817 4.96855 -1.71006
C 3.96028 6.08829 -0.97668
O 3.18993 6.70140 0.03668
C 2.09671 7.44984 -0.44832
H 1.54316 2.63713 -0.33063
H 2.52590 2.21207 -1.80838
H 1.21606 3.42653 -1.81901
H 2.29442 5.33572 -2.09434
H 3.85907 4.65336 -2.57430
H 4.39621 6.85187 -1.63140
H 4.78044 5.62038 -0.42195
H 1.33121 6.83347 -0.92994
H 2.41919 8.23414 -1.14508
H 1.63280 7.92447 0.41446
C -0.26743 -3.77793 -3.16303
O -1.09878 -3.86601 -2.03953
C -0.68660 -3.03563 -0.96565
C 0.59052 -3.48732 -0.27708
O 0.52375 -4.86492 -0.03625
C 1.72899 -5.32274 0.53955
H 0.58080 -4.47475 -3.12915
H 0.09672 -2.75274 -3.30694
H -0.82705 -4.04615 -4.06139
H -1.56485 -2.95932 -0.32317
H -0.51575 -2.03035 -1.38987
H 0.60372 -2.91668 0.66431
H 1.40943 -3.22423 -0.95403
H 2.64392 -4.97033 0.04731
H 1.73039 -6.40966 0.55129
H 1.75727 -4.92120 1.56093
C -7.83802 2.35178 0.47630
O -7.34917 1.03359 0.56433
C -6.97468 0.51992 -0.68283
C -6.67662 -0.97313 -0.60831
O -6.09382 -1.31739 0.62270
C -4.89477 -2.03792 0.49689
H -8.86100 2.35713 0.08755
H -7.23210 2.92997 -0.24168
H -7.74679 2.83791 1.44242
H -6.07650 1.08364 -0.99786
H -7.72314 0.72318 -1.46220
H -6.15392 -1.30689 -1.50593
H -7.66942 -1.44759 -0.64414
H -4.98572 -2.89858 -0.17695
H -4.60801 -2.45545 1.46352
H -4.06219 -1.41072 0.15270
C 7.07981 -3.34892 -2.31970
O 6.27273 -3.16282 -1.17858
C 4.95368 -3.64622 -1.33250
C 4.06000 -2.85213 -2.25534
O 3.74071 -1.61035 -1.70375
C 2.59667 -1.01692 -2.34645
H 6.66989 -2.89808 -3.22692
H 7.27403 -4.41939 -2.45951
H 8.03583 -2.86423 -2.12485
H 4.53919 -3.54367 -0.32749
H 4.93364 -4.70205 -1.63409
H 3.17230 -3.50189 -2.38461
H 4.45554 -2.72210 -3.27462
H 1.72854 -1.53821 -1.94387
H 2.78543 -1.12923 -3.41548
H 2.59045 0.01704 -2.01387
C 0.00569 -1.70233 3.45705
O -0.04444 -1.58963 4.87557
C 1.25974 -1.37038 5.40202
C 1.45146 -0.04111 6.07947
O 0.28384 0.42488 6.71218
C 0.54190 1.23631 7.83736
H -0.97633 -2.12632 3.20616
H 0.65946 -2.53478 3.17213
H 0.18783 -0.79658 2.88760
H 2.04839 -1.54934 4.66832
H 1.39408 -2.18716 6.12796
H 1.75205 0.72380 5.34212
H 2.33730 -0.09508 6.72847
H 0.74795 2.27066 7.53772
H 1.37774 0.84238 8.42190
H -0.36362 1.21960 8.44269
C -4.64801 0.23694 -4.65243
O -3.56597 -0.61000 -4.93447
C -2.43220 -0.36569 -4.13140
C -1.18000 -0.68025 -4.90856
O -1.01481 0.02812 -6.10133
C -0.85513 1.41692 -5.92337
H -4.34268 1.26906 -4.45031
H -5.25723 -0.10307 -3.80182
H -5.28034 0.20072 -5.54028
H -2.50895 -0.85001 -3.14979
H -2.35231 0.70862 -3.89985
H -1.13116 -1.74451 -5.15951
H -0.30287 -0.55821 -4.24689
H -0.27764 1.64380 -5.01745
H -1.82718 1.91715 -5.83464
H -0.33041 1.85210 -6.77164
```

ORCA calculation (ωB97M-V with the def2-TZVPD basis set) on a molecular structure, C3H4O2 in a non-equilibrium geometry.

The value obtained for the HOMO-LUMO gap is 11.141 eV. The lowest unoccupied orbital energy is 1.1 eV.

```
9
C3H4O2, DFT ωB97M-V with the def2-TZVPD basis set
C -0.89195 0.17996 0.46729
C 0.14178 -0.79446 -0.13805
C 0.83779 0.42630 -0.58065
O -0.09018 1.28941 0.04294
O 1.34534 -0.40670 0.41926
H -1.91013 0.34670 0.09803
H -1.10111 0.24608 1.61296
H 0.13092 -1.83944 -0.59892
H 1.53753 0.55214 -1.32286
```

ORCA calculation (ωB97M-V with the def2-TZVPD basis set) on C4H5NO2 in the gas phase in a non-equilibrium geometry.

The value obtained for the HOMO-LUMO gap is 10.657 eV. The lowest unoccupied orbital energy is 0.7 eV.

```
12
C4H5NO2, DFT ωB97M-V with the def2-TZVPD basis set
O -2.31916 0.24587 0.95585
C -1.66187 -0.36798 0.14912
C -0.40707 0.21769 -0.50891
C 0.52835 0.95849 0.39480
N 1.58526 -0.19100 0.86675
C 1.48923 -1.04591 -0.04500
O 0.38620 -0.74750 -1.14870
H -1.95553 -1.38233 -0.19963
H -0.71898 1.13443 -1.04863
H 1.16440 1.62936 -0.20756
H -0.07843 1.54992 1.11914
H 1.98759 -2.00103 -0.32724
```

ORCA calculation (ωB97M-V with the def2-TZVPD basis set) on 9 unconnected molecules or ions with the total composition C28H78N4O10 in a non-equilibrium geometry.

The value obtained for the HOMO-LUMO gap is 8.688 eV. The lowest unoccupied orbital energy is 0.3 eV.

```
120
C28H78N4O10, DFT ωB97M-V with the def2-TZVPD basis set
C 28.25593 15.77964 -1.41390
C 27.37781 16.98640 -1.79888
C 27.29745 17.99770 -0.60495
O 26.02691 18.45780 -0.47224
C 25.78483 19.14866 0.67529
N 28.12949 17.64166 -2.91608
H 28.48115 15.16666 -2.28662
H 27.80490 15.26077 -0.56806
H 29.14412 16.23367 -0.97450
H 26.42039 16.61198 -2.16116
H 28.09477 18.72066 -0.77735
H 27.66650 17.44382 0.25825
H 26.24416 18.72240 1.56715
H 24.74523 19.02425 0.97837
H 26.16219 20.17124 0.68033
H 28.51406 16.99095 -3.58600
H 27.64687 18.39325 -3.38755
C 13.83840 24.50055 -3.69297
C 12.48061 24.35020 -3.15826
C 11.33582 24.82490 -4.13858
O 10.12523 24.99001 -3.41170
C 9.00165 25.48781 -4.06055
N 12.32565 22.90923 -2.95877
H 14.06750 25.56585 -3.66571
H 13.92497 24.23329 -4.74614
H 14.60039 23.97871 -3.11405
H 12.48503 24.86009 -2.19489
H 11.18519 24.08705 -4.92661
H 11.56081 25.75457 -4.66126
H 8.10318 25.29599 -3.47399
H 8.99426 25.21809 -5.11663
H 9.09096 26.57411 -4.06905
H 11.55880 22.95425 -2.30301
H 11.88442 22.65484 -3.83096
C 23.77015 28.10776 6.12636
C 22.56489 28.99872 5.96422
C 22.33567 29.64958 4.60977
O 21.86359 28.87143 3.45702
C 22.25064 29.44931 2.23337
N 21.36070 28.27094 6.36852
H 23.71168 27.58822 7.08279
H 24.60942 28.80153 6.07731
H 24.02215 27.38240 5.35276
H 22.77982 29.77030 6.70352
H 23.32794 30.08789 4.50312
H 21.60490 30.44627 4.74892
H 21.76901 29.01203 1.35877
H 23.32479 29.35515 2.07390
H 22.18122 30.53603 2.18514
H 20.98056 27.90699 5.50647
H 20.63097 28.95414 6.51283
C 17.79484 22.89940 3.39267
C 16.40225 22.24624 3.18190
O 16.65729 20.91384 3.45468
H 18.45983 22.51655 2.61852
H 18.26181 22.76035 4.36771
H 17.80761 23.92884 3.03464
H 15.97780 22.38772 2.18796
H 15.64765 22.66807 3.84578
H 16.74082 20.62617 4.36675
C 9.21208 25.61240 3.41506
C 9.74460 26.58686 4.39440
O 9.68687 25.94556 5.75305
H 8.23824 25.15974 3.60170
H 9.77032 24.69264 3.24036
H 9.08960 26.06555 2.43131
H 9.07790 27.43897 4.52672
H 10.70226 26.92932 4.00234
H 10.39919 26.22713 6.33176
C 20.70663 20.46019 10.90853
C 21.75050 21.54976 10.46418
O 22.93974 21.02152 10.89099
H 21.11379 19.45075 10.85057
H 19.84420 20.59280 10.25529
H 20.37949 20.52668 11.94615
H 21.58109 22.51217 10.94704
H 21.77188 21.75241 9.39340
H 22.92294 20.70149 11.79591
C 15.39086 25.00722 11.12772
C 14.73420 25.14494 9.75043
O 14.14617 26.36963 9.76331
H 15.83102 24.02265 11.28576
H 14.67725 24.86442 11.93918
H 16.14200 25.78581 11.26073
H 14.09577 24.27856 9.57758
H 15.49076 25.09060 8.96763
H 14.76232 27.10209 9.68942
C 14.35496 30.85369 -0.77954
C 15.33223 30.66331 0.41843
O 16.41245 31.62253 0.33049
H 14.86135 30.55560 -1.69759
H 13.98092 31.87749 -0.77487
H 13.48666 30.19494 -0.79363
H 15.74307 29.65423 0.38584
H 14.84624 30.81828 1.38170
H 16.52254 31.99690 1.20760
C 18.57950 17.10959 -3.90554
O 18.69678 15.68387 -3.99143
C 19.09105 15.10375 -2.81739
C 17.94747 14.57170 -1.97786
N 17.17770 13.61136 -2.76015
C 17.85991 12.31287 -2.93102
C 16.77636 11.27770 -3.28184
O 16.47378 11.14111 -4.62669
C 17.32237 10.33587 -5.39534
H 18.76174 17.50361 -2.90572
H 17.57070 17.35193 -4.23973
H 19.32214 17.57638 -4.55259
H 19.56865 15.92614 -2.28477
H 19.79500 14.30408 -3.04772
H 17.27123 15.38565 -1.71656
H 18.42856 14.06781 -1.13958
H 17.04941 14.01089 -3.67885
H 18.22455 11.95955 -1.96651
H 18.68588 12.42986 -3.63257
H 15.90364 11.43365 -2.64769
H 17.05711 10.29241 -2.90971
H 18.20792 10.81644 -5.81119
H 16.74680 10.01428 -6.26334
H 17.53530 9.42161 -4.84137
```

ORCA calculation (ωB97M-V with the def2-TZVPD basis set) on a molecular structure, C28H29N6NaO6Se2 in a non-equilibrium geometry.

Its total charge is -2. The value obtained for the HOMO-LUMO gap is 6.169 eV. The lowest unoccupied orbital energy is 3.9 eV.

```
72
C28H29N6NaO6Se2, DFT ωB97M-V with the def2-TZVPD basis set
Na 0.33410 0.20323 1.51770
O 2.93707 -3.32709 1.42407
C 2.01315 -2.48696 1.55403
N 2.06856 -1.21176 1.85868
C 3.38169 -0.72834 2.17709
C 3.68839 0.54781 1.43560
C 4.57553 1.49162 1.96729
C 4.87534 2.62490 1.23980
C 4.26610 2.80920 0.00216
C 3.38378 1.83607 -0.43405
N 3.10308 0.73032 0.25227
C 0.59125 -3.02101 1.34479
C 0.42846 -4.28434 0.78122
C -0.84859 -4.78096 0.60206
C -1.93138 -4.01762 1.01573
C -1.67690 -2.77464 1.57288
N -0.45318 -2.28046 1.72173
H 4.16735 -1.45758 1.92884
H 3.47021 -0.52519 3.25445
H 4.99863 1.32683 2.95013
H 5.55427 3.37079 1.63862
H 4.45008 3.69105 -0.59768
H 2.84865 1.94741 -1.37617
H 1.31773 -4.82620 0.49359
H -1.00266 -5.74994 0.13944
H -2.95078 -4.36326 0.89911
H -2.49021 -2.13081 1.89278
O -6.10021 -0.21036 2.76635
C -4.86983 0.16305 2.26568
C -4.69962 0.47944 0.92833
C -3.43398 0.84574 0.48698
N -2.38892 0.88362 1.29520
C -2.56312 0.61114 2.58906
C -3.78878 0.23073 3.12840
C -1.35351 0.76335 3.54142
O -1.47672 0.25455 4.66085
O -0.37315 1.40426 3.08023
C -3.24426 1.27395 -1.00257
O -4.17326 0.90267 -1.75851
O -2.16783 1.83192 -1.29185
H -6.71749 -0.20777 2.02603
H -5.50678 0.46055 0.20635
H -3.85858 -0.00069 4.17947
C 1.65735 1.77229 -4.04399
Se 0.34160 1.53146 -2.63466
C 0.00471 3.43494 -2.30824
C 0.46225 3.95103 -0.96872
Se -0.11640 2.88382 0.56827
C 1.12682 3.79094 1.75505
H 2.28931 0.88647 -4.05751
H 2.28339 2.63962 -3.83589
H 1.17775 1.89060 -5.01451
H -1.05938 3.60978 -2.45842
H 0.55917 3.95102 -3.09613
H 0.02023 4.94152 -0.81707
H 1.55048 4.06341 -0.92028
H 0.99261 4.87040 1.67071
H 2.15738 3.52600 1.51836
H 0.87969 3.45189 2.75826
N -1.04875 -4.02766 -4.29160
C -0.79665 -3.08003 -3.28799
C 0.50117 -2.81521 -2.86124
C 0.68865 -1.89128 -1.84652
N -0.29795 -1.23684 -1.24254
C -1.53392 -1.50628 -1.65021
C -1.83463 -2.40552 -2.66043
H -0.29639 -4.12497 -4.95670
H -1.93671 -3.89887 -4.75253
H 1.34919 -3.32472 -3.30341
H 1.68913 -1.66057 -1.49612
H -2.32908 -0.96321 -1.16660
H -2.86470 -2.55928 -2.95693
```

ORCA calculation (ωB97M-V with the def2-TZVPD basis set) on 2 unconnected molecules or ions with the total composition C5H10O in a non-equilibrium geometry.

The value obtained for the HOMO-LUMO gap is 9.640 eV. The lowest unoccupied orbital energy is 0.6 eV.

```
16
C5H10O, DFT ωB97M-V with the def2-TZVPD basis set
C -1.28649 -0.84812 0.79472
C -0.64472 0.42692 -0.84590
C -0.20598 1.57292 -0.01473
C 0.82756 0.65786 -0.61978
C 1.43573 -0.55974 0.07800
O 0.58430 -1.67658 -0.07981
H -1.69357 -1.85818 0.62128
H -0.62991 -0.94023 1.69149
H -2.01606 -0.08881 0.91798
H -1.04879 0.62951 -1.86018
H -0.25721 2.58661 -0.40803
H -0.43979 1.50235 1.04171
H 1.48063 1.12707 -1.36463
H 2.36448 -0.84758 -0.41040
H 1.62783 -0.37319 1.14422
H -0.09799 -1.31080 -0.68594
```